Record 1
Here is a single C2H5N3P2 molecule in a non-equilibrium geometry from the Open Molecules 2025 dataset. Energies are from the ωB97M-V functional and the def2-TZVPD basis.

As for the SMILES: C1CN1[P@]12=P(=N1)N2. The orbital gap is 8.96 eV. Its calculated total energy is -25200.9268 eV.

```
! RIJCOSX wB97M-V def2-TZVPD def2/J DEFGRID3
* xyz 0 1
C -1.812 -0.428 0.215
C -1.227 0.886 0.062
N -0.373 -0.111 -0.341
P 0.922 -0.601 0.615
P 2.901 0.495 -0.400
N 1.750 0.900 0.621
N 2.164 -0.970 -0.695
H -1.719 -0.682 1.252
H -2.423 -0.810 -0.507
H -1.579 1.486 -0.642
H -1.154 1.597 0.964
H 2.550 -1.763 -1.144
*
```

---

Record 2
Here is a single C2H5N3S molecule in a non-equilibrium geometry from the Open Molecules 2025 dataset. Energies are from the ωB97M-V functional and the def2-TZVPD basis.

As for the SMILES: [H]/N=C(N)\C=N\S. The orbital gap is 9.55 eV. Its calculated total energy is -17459.7313 eV.

```
! RIJCOSX wB97M-V def2-TZVPD def2/J DEFGRID3
* xyz 0 1
H -0.479 1.987 -0.088
N -1.280 1.375 -0.049
C -0.959 0.153 -0.055
N -1.884 -0.858 -0.068
C 0.450 -0.344 -0.090
N 1.414 0.467 0.037
S 3.001 -0.131 -0.048
H -1.650 -1.672 0.443
H -2.827 -0.568 0.074
H 0.623 -1.444 -0.291
H 3.591 1.036 0.133
*
```

---

Record 3
Here is a 2-piece molecular cluster, C2H5N3S overall in a non-equilibrium geometry from the Open Molecules 2025 dataset. Energies are from the ωB97M-V functional and the def2-TZVPD basis.

As for the SMILES: [H]/N=N\C.N=C=S. The orbital gap is 8.92 eV. Its calculated total energy is -17457.5603 eV.

```
! RIJCOSX wB97M-V def2-TZVPD def2/J DEFGRID3
* xyz 0 1
H -1.366 0.776 1.584
N -1.547 0.834 0.574
N -1.335 0.000 -0.275
C -0.655 -1.213 -0.026
H -1.400 -2.119 -0.249
H 0.320 -1.109 -0.534
H -0.296 -1.245 0.999
N 1.831 0.686 -1.227
C 1.538 1.169 -0.140
S 1.495 1.448 1.380
H 1.417 0.773 -2.086
*
```

---

Record 4
Here is a single C2H5N3S molecule in a non-equilibrium geometry from the Open Molecules 2025 dataset. Energies are from the ωB97M-V functional and the def2-TZVPD basis.

As for the SMILES: N/N=C\C=N/S. The orbital gap is 9.29 eV. Its calculated total energy is -17458.1350 eV.

```
! RIJCOSX wB97M-V def2-TZVPD def2/J DEFGRID3
* xyz 0 1
N -1.295 -1.236 0.510
N -1.770 -0.402 -0.441
C -1.297 0.811 -0.468
C -0.166 1.408 0.264
N 0.985 0.898 0.503
S 1.723 -0.524 -0.220
H -0.694 -0.861 1.213
H -2.027 -1.782 0.925
H -1.856 1.519 -1.077
H -0.364 2.407 0.641
H 0.717 -1.023 -0.968
*
```